A structure of composition C24H26FFeNO2SiTe. Source: OMol25; level of theory: wB97M-V/def2-TZVPD.

Calculated values
Molecular weight ... 591.0 g mol⁻¹
Kohn-Sham gap (alpha / beta) ... 5.98 / 7.30 eV
Total charge ... +1
2S+1 ... 2
Lowest unoccupied orbital energy (alpha / beta) ... -5.0 / -4.0 eV
HOMO level (alpha / beta) ... -11.0 / -11.3 eV
Energy relative to the best compared isomer or geometry (same formula, charge and spin) ... 0.000 eV

CARTESIAN COORDINATES (ANGSTROEM)
Fe -0.194 0.795 1.006
C -3.350 -2.677 0.774
Si -2.560 -1.071 0.248
C -3.843 0.158 -0.290
C -1.325 -1.462 -1.094
N -1.602 -0.228 1.531
C -1.937 -0.098 2.869
C -2.948 -0.802 3.544
C -3.181 -0.577 4.888
C -2.431 0.349 5.607
C -1.422 1.070 4.976
C -1.223 0.818 3.650
F -0.240 1.517 2.975
H -3.665 -3.172 -0.148
H -4.245 -2.557 1.384
H -2.661 -3.353 1.285
H -4.428 -0.249 -1.117
H -3.376 1.086 -0.624
H -4.535 0.391 0.522
H -1.843 -1.954 -1.921
H -0.570 -2.162 -0.734
H -0.832 -0.578 -1.498
H -3.537 -1.532 3.016
H -3.963 -1.134 5.385
H -2.631 0.515 6.656
H -0.819 1.804 5.491
C 2.591 -0.305 -0.904
Te 2.118 -0.426 1.175
C 2.032 -2.534 0.850
C 2.804 -2.759 -0.429
C 3.244 -4.034 -0.772
C 3.944 -4.237 -1.949
C 4.214 -3.166 -2.790
C 3.784 -1.894 -2.451
C 3.076 -1.684 -1.272
H 3.343 0.467 -1.049
H 1.686 -0.026 -1.444
H 0.996 -2.854 0.773
H 2.488 -3.032 1.703
H 3.044 -4.868 -0.110
H 4.289 -5.230 -2.206
H 4.769 -3.320 -3.705
H 4.003 -1.057 -3.102
O 1.005 2.279 0.476
C 0.322 2.403 -0.591
O -0.635 1.560 -0.720
C 0.611 3.418 -1.606
C -0.175 3.491 -2.754
C 0.106 4.451 -3.710
C 1.164 5.331 -3.518
C 1.946 5.257 -2.371
C 1.672 4.299 -1.411
H -0.996 2.799 -2.884
H -0.498 4.517 -4.605
H 1.380 6.081 -4.267
H 2.766 5.948 -2.229
H 2.265 4.228 -0.509

Löwdin population analysis, charges in e, atoms 1 to 8:
1. Fe 0.54
2. C -0.17
3. Si 0.46
4. C -0.15
5. C -0.15
6. N -0.12
7. C -0.27
8. C -0.01